Record 1
9
Properties=species:S:1:pos:R:3:lowdin_charge:R:1 method="wB97M-V/def2-TZVPD" multiplicity=1 smiles="NCC=O" de_lowest_kcal_mol=28.7 e_lumo_ev=0.88 fmax_ev_per_a=0.62
N -0.3275 -0.5462 -1.0776 -0.023
C 0.4358 -0.1894 0.1178 -0.255
C -0.2319 0.9950 0.7840 -0.272
O -0.1787 1.2586 1.9527 0.053
H 0.1838 -1.2568 -1.5898 0.066
H -1.2014 -0.9851 -0.7865 0.073
H 1.4248 0.1375 -0.2054 0.118
H 0.6460 -1.0462 0.7693 0.116
H -0.7509 1.6326 0.0355 0.123


Record 2
67
Properties=species:S:1:pos:R:3:lowdin_spin:R:1 method="wB97M-V/def2-TZVPD" multiplicity=3 charge=+2 s_squared=2.068 e_lumo_ev="-6.80 / -7.04" fmax_ev_per_a=0.39
Mo 0.2293 -0.7056 0.0303 1.822
C 4.7496 -0.5933 -0.2333 -0.001
C 3.4329 -1.0398 -0.1705 0.017
N 2.4156 -0.1831 -0.1797 0.014
C 2.7080 1.1377 -0.2595 0.013
C 4.0322 1.5482 -0.3273 -0.003
N 5.0462 0.6915 -0.3119 0.014
C 1.5743 2.0893 -0.2607 0.018
C 1.6779 3.4667 -0.3683 -0.001
C 0.5139 4.2382 -0.3522 0.018
C -0.7220 3.5973 -0.2299 -0.001
C -0.7562 2.2179 -0.1324 0.017
N 0.3781 1.5072 -0.1481 0.019
C -1.9899 1.3969 -0.0114 0.013
C -3.2629 1.9519 0.0198 -0.003
N -4.3617 1.2122 0.0966 0.015
C -4.2102 -0.1009 0.1380 -0.001
C -2.9524 -0.6930 0.1181 0.019
N -1.8489 0.0493 0.0514 0.017
C 0.5881 5.7087 -0.4665 0.002
C 1.5994 6.4249 0.1674 0.003
C 1.6186 7.8050 0.0309 0.000
N 0.7302 8.4831 -0.6849 0.003
C -0.2282 7.7957 -1.2932 0.000
C -0.3507 6.4162 -1.2119 0.003
H 5.5680 -1.3022 -0.2235 0.000
H 3.1918 -2.0921 -0.1249 0.000
H 4.2906 2.5964 -0.3961 0.000
H 2.6334 3.9551 -0.4873 0.000
H -1.6236 4.1904 -0.1981 0.000
H -3.4057 3.0235 -0.0190 0.000
H -5.1030 -0.7113 0.1888 0.000
H -2.8184 -1.7658 0.1497 0.001
H 2.3416 5.9380 0.7864 0.000
H 2.3855 8.3899 0.5251 0.000
H -0.9350 8.3716 -1.8790 0.000
H -1.1429 5.9162 -1.7535 0.000
S 0.3122 -0.8533 2.4378 0.092
C -0.3007 -2.4488 2.8296 0.019
N 0.5301 -3.4692 2.9093 -0.001
C 0.1092 -4.8246 3.2767 0.000
C -1.0884 -4.7356 4.2069 0.000
C -2.1678 -3.8671 3.5840 0.001
N -1.5781 -2.5995 3.1332 0.002
H 1.4916 -3.2839 2.6732 0.001
H 0.9522 -5.3124 3.7610 0.000
H -0.1331 -5.3838 2.3699 0.000
H -0.7820 -4.3202 5.1677 0.000
H -1.4855 -5.7323 4.3897 0.000
H -2.9448 -3.6284 4.3073 0.000
H -2.6354 -4.3670 2.7333 0.000
H -2.1377 -1.7614 3.1197 0.001
C -1.9062 -1.8811 -2.9585 0.006
Ge -0.2461 -2.8143 -2.5081 -0.004
C 1.1746 -2.2449 -3.7178 -0.002
C -0.5073 -4.7449 -2.5408 -0.004
C 0.3735 -2.4528 -0.6116 -0.138
H -2.1436 -2.1188 -3.9967 0.001
H -1.8205 -0.7953 -2.8909 0.000
H -2.7494 -2.2119 -2.3540 0.000
H 0.8518 -2.3324 -4.7550 0.000
H 2.0656 -2.8594 -3.5896 0.000
H 1.4506 -1.2033 -3.5418 0.000
H -0.8273 -5.0496 -3.5374 -0.001
H -1.2726 -5.0578 -1.8311 0.000
H 0.4201 -5.2675 -2.3095 0.000
H 1.0015 -3.3100 -0.3362 0.010


Record 3
8
Properties=species:S:1:pos:R:3:lowdin_charge:R:1 method="wB97M-V/def2-TZVPD" multiplicity=1 de_lowest_kcal_mol=44.6 e_lumo_ev="-3.04 / -3.04" fmax_ev_per_a=2.99
C -0.4507 -0.0991 0.3045 -0.077
N 0.4714 -0.9824 -0.5037 -0.560
S 1.6837 -1.9148 -0.0002 0.677
I 4.5367 0.3396 0.1568 -0.324
H -0.1877 -0.2311 1.2884 0.044
H -0.3859 0.9247 0.0333 0.085
H -1.3643 -0.6318 0.1732 0.080
H 0.5098 -0.5601 -1.4191 0.075


Record 4
14
Properties=species:S:1:pos:R:3:lowdin_charge:R:1 method="wB97M-V/def2-TZVPD" multiplicity=1 charge=+1 de_lowest_kcal_mol=93.1 e_lumo_ev="-4.61 / -4.62" fmax_ev_per_a=4.41
C -0.4267 0.4741 0.6823 -0.256
C 0.7042 1.2302 0.8735 -0.471
C 2.0367 0.7365 -1.4501 -0.362
C -0.6337 -0.6761 0.0142 -0.623
N -1.9651 -1.1519 0.2240 0.161
S 2.1912 1.2671 0.0884 1.018
Br 0.8825 -1.9825 -0.3090 0.743
H -1.2441 0.9103 1.1962 0.109
H 0.7670 1.9782 1.7246 0.092
H 1.1634 0.4571 -2.0215 0.028
H 3.0536 0.6639 -1.9477 0.059
H -1.8022 -2.1108 0.6701 0.191
H -2.3561 -1.2970 -0.6564 0.139
H -2.3707 -0.4992 0.9113 0.173


Record 5
24
Properties=species:S:1:pos:R:3:lowdin_charge:R:1 method="wB97M-V/def2-TZVPD" multiplicity=1 charge=+1 de_lowest_kcal_mol=181.7 e_lumo_ev="-3.63 / -3.63" fmax_ev_per_a=3.64
C -1.7227 1.7832 0.8181 -0.053
C -1.6269 0.4620 0.4588 -0.199
C -2.4175 -0.8212 0.6685 -0.033
C -0.0589 -0.7222 -0.9694 -0.126
C -0.2562 -1.9481 -0.0017 -0.056
C 3.5376 2.3572 -0.9578 0.079
N 2.5373 0.4040 -0.4615 -0.038
N -0.6847 2.4380 0.1871 0.036
N -0.5605 0.4223 -0.3851 -0.137
N 0.0467 1.5771 -0.4336 0.048
N -1.4416 -1.9193 0.9372 0.054
O 3.5911 1.1766 -0.4122 -0.137
H -2.3838 2.4457 1.4490 0.136
H -3.2228 -0.7230 1.4804 0.175
H -2.9225 -1.1572 -0.2136 0.128
H 1.0202 -0.5028 -1.2053 0.098
H -0.6139 -0.9377 -1.9166 0.148
H -0.3477 -3.0100 -0.4130 0.152
H 0.7480 -2.0017 0.6462 0.168
H 2.6346 2.6288 -1.3733 0.059
H 4.4863 2.9148 -0.8672 0.110
H 2.6252 -0.3803 0.1890 0.042
H -1.0651 -1.6753 1.8386 0.173
H -1.9023 -2.8110 0.9374 0.173


Record 6
74
Properties=species:S:1:pos:R:3:lowdin_charge:R:1 method="wB97M-V/def2-TZVPD" multiplicity=1 de_lowest_kcal_mol=11.1 e_lumo_ev=0.06 fmax_ev_per_a=3.31
Be 3.0623 -0.3274 -1.2190 0.123
N 1.8497 1.9029 1.3592 0.219
C 2.5951 1.2126 0.4808 -0.450
O 1.9880 0.5818 -0.4091 0.026
C 4.0873 1.2300 0.5244 -0.178
C 4.6495 0.1677 -0.4297 -0.139
H 0.8448 1.7763 1.4261 0.057
H 2.2450 2.3472 2.1100 0.083
H 4.2684 1.2542 1.6333 0.121
H 4.3799 2.3275 0.2145 0.145
H 4.9647 -0.7511 0.1094 0.057
H 5.4374 0.4823 -1.1025 0.033
O -0.9192 -3.6449 -3.1723 -0.299
S -0.7885 -2.8712 -1.9553 0.648
O -1.9160 -2.0653 -1.5723 -0.331
N 0.5884 -1.9713 -2.0286 0.007
C 1.4834 -2.3700 -1.1486 -0.465
O 2.6005 -1.8391 -0.9541 0.029
C 1.0725 -3.5233 -0.3305 -0.159
C 1.8567 -4.2206 0.5646 0.002
C 1.2867 -5.2417 1.2866 -0.074
C -0.0437 -5.5964 1.1337 -0.054
C -0.8175 -4.9336 0.1567 -0.014
C -0.2374 -3.8857 -0.5726 -0.193
H 2.8911 -4.0048 0.6895 0.117
H 1.8394 -5.7549 2.0476 0.102
H -0.4390 -6.4205 1.7045 0.103
H -1.8394 -5.1864 -0.0030 0.107
Te -0.6906 -0.6091 1.9343 1.362
C -2.1802 -1.7910 2.9461 -0.512
C -2.1877 -1.9795 4.3146 -0.143
C -3.2928 -2.5866 4.9186 -0.093
C -4.3533 -3.0260 4.1437 -0.104
C -4.3223 -2.8316 2.7704 -0.082
C -3.2202 -2.2425 2.1341 -0.133
C -2.1022 0.8548 1.2963 -0.516
C -2.9347 0.6007 0.1922 -0.135
C -3.8762 1.5263 -0.1635 -0.093
C -4.0748 2.7036 0.5488 -0.067
C -3.2453 2.9540 1.6606 -0.086
C -2.2630 2.0417 1.9906 -0.170
H -1.3665 -1.5429 4.8258 0.073
H -3.2332 -2.9048 5.9733 0.110
H -5.2073 -3.4939 4.6597 0.110
H -5.1407 -3.2636 2.1655 0.112
H -3.1626 -2.1099 1.0672 0.076
H -2.8228 -0.2710 -0.3957 0.056
H -4.4698 1.3524 -1.0203 0.097
H -4.7757 3.4855 0.2074 0.111
H -3.2854 3.8670 2.2082 0.092
H -1.6372 2.1047 2.8877 0.087
C -0.0128 4.8257 -0.3839 -0.045
C 0.5350 3.8191 -1.3368 -0.258
C -0.3271 2.8712 -1.8808 0.012
C 0.1370 1.8637 -2.7149 -0.198
C -0.7560 0.7596 -3.1625 -0.025
C 1.5163 1.7881 -2.9789 -0.085
C 2.0509 0.5058 -3.5782 -0.092
O 2.8379 -0.2417 -3.0118 0.091
C 2.4443 2.7650 -2.4523 -0.163
C 3.9243 2.7923 -2.7438 -0.033
C 1.9102 3.7587 -1.5655 0.000
H -0.9599 5.2385 -0.6396 0.073
H 0.7453 5.5959 -0.2969 0.073
H -0.0648 4.4840 0.6605 0.080
H -1.3527 2.9177 -1.6226 0.109
H -1.6733 1.1750 -3.5717 0.095
H -1.0417 0.1661 -2.3067 0.057
H -0.3569 0.0333 -3.8563 0.075
H 1.6954 0.2649 -4.5576 0.133
H 4.4380 3.2020 -1.9089 0.060
H 4.1912 3.4879 -3.5405 0.090
H 4.3924 1.8895 -3.0735 0.069
H 2.5814 4.5245 -1.2856 0.105


Record 7
43
Properties=species:S:1:pos:R:3:lowdin_charge:R:1 method="wB97M-V/def2-TZVPD" multiplicity=1 de_lowest_kcal_mol=6.0 e_lumo_ev=-0.28 fmax_ev_per_a=1.11
Xe -0.1601 0.0431 -0.1188 0.542
O -3.4961 -1.1538 -0.0387 -0.104
H -3.0002 -1.9724 -0.0202 -0.028
H -3.1753 -0.6618 0.7171 -0.051
O -2.9624 -0.0345 2.5219 -0.069
H -3.6244 0.5847 2.8295 0.052
H -2.1325 0.4319 2.6223 -0.025
O 1.9707 2.9118 -0.8371 -0.060
H 1.5617 3.7537 -0.6366 0.039
H 1.6696 2.7034 -1.7215 0.049
O 1.6813 -3.2374 0.4351 -0.053
H 1.7598 -4.1570 0.1813 0.058
H 0.7398 -3.0951 0.5333 -0.009
O -1.6146 -3.2954 0.5190 -0.057
H -1.6587 -2.9767 1.4205 0.057
H -1.8896 -4.2106 0.5742 0.061
O 3.8569 1.1509 0.3609 -0.044
H 3.1540 1.7787 0.1935 -0.007
H 4.5141 1.6500 0.8458 0.058
O -0.8444 1.7377 2.9149 -0.093
H -0.0148 1.5216 3.3408 -0.010
H -0.5922 2.2316 2.1348 -0.019
O 1.4279 0.6273 3.8172 -0.042
H 1.9535 0.3065 3.0843 0.008
H 1.6587 0.0531 4.5475 0.061
O 1.7497 -2.3487 -2.5312 -0.045
H 1.3420 -2.3417 -1.6651 -0.013
H 1.4133 -3.1418 -2.9483 0.062
O -1.7753 -0.7990 -3.1674 -0.082
H -2.1480 -0.2109 -2.5105 -0.026
H -2.2956 -1.5993 -3.0958 0.048
O -2.3892 2.2135 -2.3388 -0.052
H -1.5031 2.4043 -2.6465 0.028
H -2.9071 2.9698 -2.6147 0.043
O 0.8431 -0.5430 -4.3054 -0.087
H 1.2403 -1.1004 -3.6363 -0.044
H 0.0225 -0.2446 -3.9131 -0.029
O -0.8173 3.7381 0.5270 -0.056
H -0.5447 3.8024 -0.3883 0.010
H -1.7264 3.4414 0.4864 0.043
O 3.0523 -0.9831 1.8704 -0.073
H 2.6513 -1.7071 1.3894 -0.009
H 3.0093 -0.2413 1.2671 -0.032